{
  "formula": "C4H5NO2",
  "method": "ωB97M-V/def2-TZVPD",
  "symbols": ["O", "O", "N", "C", "C", "C", "C", "H", "H", "H", "H", "H"],
  "xyz": [[-2.13, 1.08, -0.60], [2.15, 1.51, 0.64], [-0.72, 1.23, -0.82], [0.91, -0.51, 0.12], [2.13, 0.31, 0.53], [-0.95, -0.84, 0.42], [-0.27, 0.14, -0.37], [1.16, -1.51, -0.23], [-2.49, 1.10, -1.50], [-1.35, -1.73, -0.08], [3.08, -0.28, 0.60], [-1.51, -0.51, 1.29]],
  "molar_mass_da": 99.1,
  "multiplicity": 1,
  "fmax_ev_per_a": 1.010,
  "de_lowest_kj_mol": 539.5,
  "energy_ev": -9808.7232
}

---

{
  "formula": "C4H5NO2",
  "method": "ωB97M-V/def2-TZVPD",
  "symbols": ["O", "O", "N", "C", "C", "C", "C", "H", "H", "H", "H", "H"],
  "xyz": [[1.26, -1.94, 0.32], [1.72, 1.48, 0.02], [-0.47, -0.48, 0.63], [-1.40, -0.41, -0.49], [0.86, -0.80, 0.35], [-1.10, 0.79, 0.33], [1.90, 0.29, 0.01], [-0.50, 1.58, -0.08], [-0.96, -0.45, -1.48], [-2.34, -0.95, -0.38], [-1.83, 1.09, 1.08], [2.85, -0.18, -0.31]],
  "smiles": "O=CC(=O)N1CC1",
  "molar_mass_da": 99.1,
  "multiplicity": 1,
  "fmax_ev_per_a": 0.677,
  "de_lowest_kj_mol": 216.6,
  "energy_ev": -9812.0702
}

---

{
  "formula": "C4H5NO2S",
  "method": "ωB97M-V/def2-TZVPD",
  "symbols": ["S", "O", "O", "N", "C", "C", "C", "C", "H", "H", "H", "H", "H"],
  "xyz": [[-0.73, 0.61, 0.69], [-0.28, 3.33, 0.42], [-0.22, -3.76, -0.45], [0.88, 2.67, 0.09], [0.43, -2.93, -1.04], [-0.45, -1.02, 0.15], [0.40, -1.49, -0.79], [0.74, 1.41, 0.16], [1.10, -3.23, -1.87], [1.63, 0.84, -0.03], [1.03, -0.85, -1.36], [-0.02, 4.27, 0.31], [-1.08, -1.76, 0.67]],
  "smiles": "O=C/C=C/S/C=N\\O",
  "molar_mass_da": 131.2,
  "multiplicity": 1,
  "fmax_ev_per_a": 1.433,
  "de_lowest_kj_mol": 347.3,
  "energy_ev": -20646.5807
}

---

{
  "formula": "C4H5NO3",
  "method": "ωB97M-V/def2-TZVPD",
  "symbols": ["O", "O", "O", "N", "C", "C", "C", "C", "H", "H", "H", "H", "H"],
  "xyz": [[-1.89, 0.59, -1.33], [0.56, -0.02, -1.42], [0.24, 2.26, -1.37], [0.45, -1.31, 2.06], [0.83, -0.57, 0.88], [0.60, 1.21, -1.97], [-1.51, 0.23, -0.23], [-0.03, -0.25, -0.09], [0.96, -2.18, 2.90], [-2.29, 0.48, 0.74], [1.86, -0.69, 0.43], [0.77, 1.29, -3.05], [-0.55, -1.04, 2.44]],
  "molar_mass_da": 115.1,
  "multiplicity": 1,
  "fmax_ev_per_a": 6.248,
  "de_lowest_kj_mol": 475.5,
  "energy_ev": -11857.0729
}